(one)
# C5H11IN

A 2-piece molecular cluster, C5H11IN overall (ωB97M-V/def2-TZVPD, OMol25).

Last column: Mulliken charge in e.
Element x y z (Å)
1 C -1.814 -2.135 -1.645  -0.4996
2 C -1.057 -1.086 -1.510  0.0821
3 C -0.164 1.485 1.402  -1.0031
4 C 1.898 0.656 0.391  -1.0423
5 C -0.122 -0.670 0.333  -0.8522
6 N 0.425 0.663 0.326  0.3975
7 I -0.591 0.448 -2.838  0.1330
8 H -2.284 -2.347 -2.595  0.2727
9 H -1.991 -2.846 -0.858  0.2661
10 H 0.085 1.050 2.370  0.3997
11 H 0.218 2.503 1.362  0.3815
12 H -1.248 1.509 1.294  0.3871
13 H 2.227 0.215 1.332  0.4082
14 H 2.303 0.070 -0.433  0.3829
15 H 2.281 1.672 0.323  0.4018
16 H -0.946 -0.823 1.011  0.4304
17 H 0.609 -1.462 0.338  0.4090
18 H 0.171 1.098 -0.602  0.0452

Computed properties:
**Lowest unoccupied orbital energy**: -3.4 eV
**Net charge**: +1
**HOMO energy**: -13.2598 eV
**HOMO-LUMO gap**: 9.9 eV


(two)
# C5H11IN

An isolated ion of composition C5H11IN and charge +1 (ωB97M-V/def2-TZVPD, OMol25).

Last column: Mulliken charge in e.
Element x y z (Å)
1 C 0.260 1.419 -0.887  -1.0551
2 N 0.263 0.152 0.027  0.3122
3 C 1.498 0.332 0.956  -0.9298
4 I 3.352 -0.012 0.007  0.2463
5 C 0.021 -1.191 -0.671  -0.6172
6 C -1.353 -1.253 -0.018  -0.3051
7 C -1.082 0.007 0.780  -0.5682
8 H 0.304 2.391 -0.534  0.3495
9 H 1.051 1.352 -1.640  0.3821
10 H -0.777 1.384 -1.253  0.4475
11 H 1.373 1.370 1.453  0.4768
12 H 1.177 -0.343 1.838  0.4380
13 H 0.630 -2.109 -0.457  0.3149
14 H -0.172 -0.968 -1.694  0.3237
15 H -2.232 -1.214 -0.744  0.2533
16 H -1.684 -2.109 0.532  0.3344
17 H -1.685 0.873 0.493  0.2696
18 H -0.946 -0.081 1.810  0.3272

Computed properties:
**Lowest unoccupied orbital energy**: -3.4 eV
**Net charge**: +1
**SMILES**: C[N+]1(CI)CCC1
**HOMO energy**: -13.7331 eV
**HOMO-LUMO gap**: 10.4 eV


(three)
# C5H11IN

A 2-piece molecular cluster, C5H11IN overall (ωB97M-V/def2-TZVPD, OMol25).

Last column: Mulliken charge in e.
Element x y z (Å)
1 C 0.610 -0.574 -0.611  -0.1797
2 C -1.797 0.080 -0.327  -0.3003
3 C -0.547 -0.353 0.173  0.9876
4 C 1.828 -1.123 0.045  -1.4060
5 C -0.335 -0.532 1.585  -1.5376
6 N -2.046 0.079 -1.589  -0.2563
7 I -0.881 3.831 -0.227  -0.0977
8 H 0.665 -0.344 -1.655  0.3712
9 H -2.614 0.467 0.156  0.4940
10 H 2.451 -0.344 0.366  0.4147
11 H 2.445 -1.565 -0.715  0.3725
12 H 1.772 -1.699 0.964  0.3671
13 H 0.468 0.123 2.158  0.2993
14 H -0.182 -1.561 1.713  0.4757
15 H -1.323 -0.369 2.149  0.3478
16 H -2.958 0.300 -2.028  0.2880
17 H -1.462 -0.433 -2.289  0.2340
18 H -1.427 5.297 -0.428  0.1256

Computed properties:
**Lowest unoccupied orbital energy**: -5.4 eV
**Net charge**: +1
**HOMO energy**: -13.0709 eV
**HOMO-LUMO gap**: 7.6 eV


(four)
# C5H11IN

An isolated ion of composition C5H11IN and charge +1 (ωB97M-V/def2-TZVPD, OMol25).

Last column: Mulliken charge in e.
Element x y z (Å)
1 C -0.858 0.071 1.796  -0.8780
2 N 0.297 -0.572 0.996  -0.1126
3 C 0.340 -0.065 -0.421  0.8377
4 C -0.664 -0.664 -1.266  -1.5280
5 C 1.059 1.235 -0.676  -0.5378
6 C 1.824 0.014 -1.007  -0.8495
7 I 3.566 -0.635 0.094  0.1173
8 H -0.906 -0.479 2.753  0.4075
9 H -0.688 1.155 2.044  0.3202
10 H -1.898 -0.016 1.343  0.3284
11 H 0.086 -1.599 1.044  0.4151
12 H 1.099 -0.207 1.662  0.4431
13 H -0.200 -1.139 -2.217  0.3908
14 H -1.473 -0.033 -1.689  0.3084
15 H -1.165 -1.519 -0.737  0.3395
16 H 0.969 1.840 0.224  0.2846
17 H 0.847 1.836 -1.599  0.2753
18 H 1.854 -0.233 -2.101  0.4379

Computed properties:
**Lowest unoccupied orbital energy**: -3.3 eV
**Net charge**: +1
**SMILES**: C[NH2+][C@@]1(C)C[C@H]1I
**HOMO energy**: -13.1674 eV
**HOMO-LUMO gap**: 9.9 eV


Which of them is most stable, and which least? Most stable: (three); least stable: (one).


(one)
# C8H9NS

The molecule C8H9NS (ωB97M-V/def2-TZVPD, OMol25).

Last column: Mulliken charge in e.
Element x y z (Å)
1 C 1.157 1.978 -1.571  -1.3480
2 C 0.170 0.840 -1.444  1.7364
3 C 0.512 -0.322 -2.346  -1.4186
4 N -1.229 1.051 -1.168  -0.7972
5 C -0.412 0.337 -0.231  -0.5312
6 C -0.531 -0.321 0.995  0.4102
7 C -1.594 -0.818 1.713  -0.6079
8 C -1.243 -1.430 2.887  -0.2622
9 C 0.105 -1.574 3.015  -0.5306
10 S 0.978 -0.740 1.812  -0.0738
11 H 2.169 1.617 -2.029  0.3173
12 H 1.295 2.399 -0.611  0.4075
13 H 0.811 2.847 -2.143  0.3258
14 H 1.351 -1.035 -2.028  0.2680
15 H 0.842 0.122 -3.338  0.3581
16 H -0.415 -0.876 -2.512  0.4725
17 H -2.633 -0.570 1.530  0.4081
18 H -1.970 -1.752 3.592  0.4208
19 H 0.637 -1.754 3.878  0.4448

Computed properties:
**Lowest unoccupied orbital energy (alpha / beta)**: -0.4 / -0.4 eV
**Net charge**: 0
**SMILES**: CC1(C)N=C1c1cccs1
**HOMO energy (alpha / beta)**: -8.4140 / -8.4178 eV
**HOMO-LUMO gap (alpha / beta)**: 8.0 / 8.0 eV


(two)
# C8H9NS

The molecule C8H9NS (ωB97M-V/def2-TZVPD, OMol25).

Last column: Mulliken charge in e.
Element x y z (Å)
1 C -1.482 -1.229 -0.172  -2.0015
2 C -0.961 0.129 0.112  2.1049
3 C -1.403 1.229 -0.917  -1.3358
4 C -1.271 0.438 1.535  -0.1874
5 N -1.510 0.704 2.621  -0.5057
6 C 0.660 0.146 0.084  -0.0972
7 C 1.570 -0.698 -0.513  -0.4268
8 C 2.950 -0.206 -0.417  -0.5001
9 C 2.982 0.843 0.388  -0.3857
10 S 1.473 1.381 1.009  -0.0496
11 H -1.151 -1.409 -1.230  0.3969
12 H -2.494 -1.260 -0.220  0.5480
13 H -1.050 -1.986 0.560  0.3517
14 H -1.790 0.702 -1.774  0.3860
15 H -2.077 1.929 -0.519  0.3733
16 H -0.548 1.972 -0.941  0.3258
17 H 1.209 -1.664 -0.926  0.3149
18 H 3.852 -0.713 -0.812  0.3453
19 H 3.896 1.285 0.832  0.3431

Computed properties:
**Lowest unoccupied orbital energy**: 0.7 eV
**Net charge**: 0
**SMILES**: CC(C)(C#N)c1cccs1
**HOMO energy**: -9.1752 eV
**HOMO-LUMO gap**: 9.9 eV


Which of them is most stable, and which least? Most stable: (two); least stable: (one).


(one)
# C2H8NO

A 2-piece molecular cluster, C2H8NO overall (ωB97M-V/def2-TZVPD, OMol25).

Last column: Mulliken charge in e.
Element x y z (Å)
1 C 0.178 -0.144 1.019  -0.0091
2 C 0.025 1.048 1.544  -0.6919
3 N -0.859 -0.667 0.077  -0.2646
4 H 1.029 -0.799 1.114  0.4207
5 H 0.755 1.413 2.246  0.2698
6 H -0.804 1.711 1.346  0.2315
7 H -0.503 -0.588 -0.900  0.3206
8 H -1.662 -0.042 0.148  0.3643
9 H -1.131 -1.626 0.285  0.3685
10 H 1.295 0.380 -1.755  0.3536
11 H 0.857 -0.285 -3.043  0.3365
12 O 0.820 -0.400 -2.082  -0.6999

Computed properties:
**Lowest unoccupied orbital energy**: -3.4 eV
**Net charge**: +1
**HOMO energy**: -15.7357 eV
**HOMO-LUMO gap**: 12.3 eV


(two)
# C2H8NO

A 2-piece molecular cluster, C2H8NO overall (ωB97M-V/def2-TZVPD, OMol25).

Last column: Mulliken charge in e.
Element x y z (Å)
1 O 2.495 -0.962 0.379  -0.7051
2 H 3.317 -0.501 0.696  0.3322
3 H 2.869 -1.768 -0.095  0.3442
4 H -2.008 2.179 0.139  0.3161
5 C -2.061 1.159 -0.218  -0.9479
6 C -0.972 0.304 0.338  0.2999
7 N -0.089 -0.252 -0.456  -0.2272
8 H -2.969 0.772 0.166  0.3272
9 H -2.019 1.102 -1.329  0.2836
10 H -0.865 0.156 1.428  0.3769
11 H -0.223 -0.520 -1.522  0.3165
12 H 0.764 -0.733 -0.047  0.2836

Computed properties:
**Lowest unoccupied orbital energy**: -4.9 eV
**Net charge**: +1
**HOMO energy**: -16.2091 eV
**HOMO-LUMO gap**: 11.4 eV


(three)
# C2H8NO

An isolated ion of composition C2H8NO and charge +1 (ωB97M-V/def2-TZVPD, OMol25).

Last column: Mulliken charge in e.
Element x y z (Å)
1 C -0.589 -0.160 1.261  -0.8839
2 N 0.307 0.555 0.391  -0.0498
3 C 0.696 -0.173 -0.960  -0.2836
4 O -0.117 0.339 -1.982  -0.4995
5 H -0.646 0.323 2.345  0.3396
6 H -1.654 -0.220 0.862  0.3340
7 H -0.415 -1.282 1.509  0.3452
8 H 1.165 0.776 0.937  0.3815
9 H -0.198 1.318 -0.026  0.3383
10 H 1.795 0.112 -1.318  0.3153
11 H 0.565 -1.299 -0.910  0.2974
12 H -0.909 -0.290 -2.109  0.3655

Computed properties:
**Lowest unoccupied orbital energy**: -3.6 eV
**Net charge**: +1
**SMILES**: C[NH2+]CO
**HOMO energy**: -16.6328 eV
**HOMO-LUMO gap**: 13.0 eV


Which of them is most stable, and which least? Most stable: (two); least stable: (three).